DFT (ωB97M-V with the def2-TZVPD basis set) results for a structure of composition C5H6O2.

Output
- lowest unoccupied orbital energy (eV) = 1.0
- E_tot (a.u.) = -344.42443
- relative energy (zero: lowest compared OMol25 entry of this formula, charge and spin) (kJ/mol) = 465.98
- orbital gap (eV) = 10.7

Structure (ORCA input):
```
! wB97M-V def2-TZVPD RIJCOSX def2/J DEFGRID3
* xyz 0 1
C -0.784 0.252 0.976
C -0.571 -0.897 0.041
O -1.149 -0.142 -1.077
C -0.418 0.952 -0.484
C 1.041 0.554 -0.739
O 1.677 0.147 0.466
C 0.941 -0.827 -0.280
H -1.852 0.434 1.193
H -0.167 0.425 1.860
H -1.037 -1.860 0.200
H -0.881 1.758 0.021
H 1.697 0.888 -1.545
H 1.502 -1.684 -0.631
*
```

These are the Löwdin partial charges, in e, on atoms 1 to 6: atom 1 (C): -0.03, atom 2 (C): -0.25, atom 3 (O): -0.04, atom 4 (C): -0.17, atom 5 (C): -0.16, atom 6 (O): -0.01



DFT (ωB97M-V with the def2-TZVPD basis set) results for a structure of composition C10H17N2.

Output
- lowest unoccupied orbital energy (eV) = -2.8
- E_tot (a.u.) = -500.42403
- relative energy (zero: lowest compared OMol25 entry of this formula, charge and spin) (kJ/mol) = 116.80
- orbital gap (eV) = 9.7

Structure (ORCA input):
```
! wB97M-V def2-TZVPD RIJCOSX def2/J DEFGRID3
* xyz 1 1
C -2.941 0.267 -0.204
C -2.428 -0.067 0.952
C 1.577 -0.023 0.471
C -1.582 -1.566 -0.650
C -0.760 0.673 -1.266
C -2.075 -0.225 -1.269
C -1.213 -0.845 0.642
C -0.284 0.405 0.186
C -0.389 1.688 0.970
C 3.662 -0.646 -0.796
N 2.033 0.245 1.633
N 2.201 -0.617 -0.517
H -3.824 0.905 -0.338
H -2.735 0.240 1.987
H -2.346 -2.371 -0.496
H -0.719 -2.004 -1.199
H -0.045 0.271 -2.043
H -0.995 1.728 -1.514
H -2.620 -0.185 -2.263
H -0.875 -1.354 1.458
H -1.332 2.121 0.749
H 0.390 2.425 0.951
H -0.483 1.273 2.044
H 4.034 0.341 -0.606
H 3.619 -1.064 -1.771
H 4.161 -1.381 -0.099
H 1.375 0.706 2.285
H 2.966 0.109 1.957
H 1.628 -1.051 -1.251
*
```

These are the Löwdin partial charges, in e, on atoms 1 to 6: atom 1 (C): -0.09, atom 2 (C): -0.09, atom 3 (C): -0.19, atom 4 (C): -0.06, atom 5 (C): -0.07, atom 6 (C): -0.27



DFT (ωB97M-V with the def2-TZVPD basis set) results for a cluster of 5 separate species, C16H22ClN4O4 in total.

Output
- <S²> = 0.7503
- lowest unoccupied orbital energy (alpha / beta) (eV) = 4.7 / 4.6
- E_tot (a.u.) = -1602.70789
- orbital gap (alpha / beta) (eV) = 1.8 / 7.1

Structure (ORCA input):
```
! wB97M-V def2-TZVPD RIJCOSX def2/J DEFGRID3
* xyz -2 2
Cl 2.076 1.742 -0.336
O 3.434 1.387 -0.444
O 1.924 2.970 -1.065
O 1.189 0.698 -0.825
O 1.918 1.901 1.109
C -1.487 -3.667 0.926
C -0.853 -3.218 -0.371
C 0.234 -2.284 -0.030
C 1.397 -3.072 0.444
N 2.346 -3.692 0.776
H -1.828 -2.879 1.597
H -2.407 -4.210 0.707
H -0.876 -4.395 1.460
H -1.567 -2.634 -0.951
H -0.537 -4.024 -1.033
H -0.082 -1.416 0.548
H 0.472 -1.776 -0.964
N 2.980 -0.741 2.944
C 2.262 -1.691 3.648
C 2.975 -2.020 4.779
C 4.099 -1.206 4.779
C 4.162 -0.494 3.613
H 2.718 -0.273 2.087
H 1.344 -2.152 3.313
H 2.705 -2.687 5.585
H 4.829 -1.172 5.573
H 4.826 0.219 3.146
N -1.498 2.599 0.695
C -1.893 3.673 1.461
C -3.105 4.085 0.888
C -3.580 3.099 0.032
C -2.543 2.180 -0.102
H -0.646 2.076 0.837
H -1.257 4.111 2.215
H -3.775 4.905 1.095
H -4.547 3.136 -0.447
H -2.377 1.318 -0.729
N -1.677 0.403 -5.601
C -0.506 0.134 -4.963
C -0.383 1.079 -3.921
C -1.612 1.719 -3.855
C -2.371 1.347 -4.948
H -1.908 0.025 -6.508
H 0.163 -0.481 -5.548
H 0.444 1.215 -3.239
H -1.828 2.487 -3.127
H -3.355 1.677 -5.249
*
```

These are the Löwdin partial charges, in e, on atoms 1 to 6: atom 1 (Cl): 0.60, atom 2 (O): -0.37, atom 3 (O): -0.35, atom 4 (O): -0.38, atom 5 (O): -0.41, atom 6 (C): -0.14



DFT (ωB97M-V with the def2-TZVPD basis set) results for a structure of composition C24H27DyNOSi.

Output
- <S²> = 9.5779
- lowest unoccupied orbital energy (alpha / beta) (eV) = -3.8 / -3.2
- E_tot (a.u.) = -2234.84965
- relative energy (zero: lowest compared OMol25 entry of this formula, charge and spin) (kJ/mol) = 150.70
- orbital gap (alpha / beta) (eV) = 5.8 / 6.6

Structure (ORCA input):
```
! wB97M-V def2-TZVPD RIJCOSX def2/J DEFGRID3
* xyz 1 6
C 0.505 1.009 0.064
C -0.555 1.622 -0.679
C -1.732 1.596 0.118
H -0.449 2.073 -1.667
C -1.370 1.090 1.410
C 0.010 0.694 1.358
H 0.610 0.324 2.188
H 1.534 0.863 -0.277
H -2.732 1.946 -0.177
H -1.998 1.084 2.301
Dy -1.274 -0.865 -0.067
C -1.155 -2.135 -2.419
H -2.059 -1.775 -1.852
H -0.744 -3.085 -2.030
H -1.598 -2.353 -3.400
Si 0.302 -0.894 -3.239
C 1.695 -1.164 -4.499
C 2.522 -0.007 -4.609
H 2.165 0.945 -4.204
C 3.833 -0.093 -5.089
H 4.498 0.769 -5.031
C 4.285 -1.323 -5.605
H 5.314 -1.410 -5.952
C 3.430 -2.438 -5.632
H 3.766 -3.402 -6.040
C 2.128 -2.363 -5.067
H 1.482 -3.250 -5.010
C -0.895 0.217 -4.165
C -0.528 0.931 -5.320
H 0.323 0.586 -5.904
C -1.253 2.069 -5.703
H -0.960 2.651 -6.581
C -2.353 2.477 -4.925
H -2.831 3.442 -5.101
C -2.844 1.638 -3.917
H -3.729 1.904 -3.331
C -2.185 0.433 -3.658
H -2.704 -0.318 -3.058
H 0.095 -0.275 -1.782
H 1.461 -0.249 -2.447
O 0.635 -2.005 0.169
C 0.926 -2.907 1.323
C -0.105 -2.607 2.381
C 0.135 -2.850 3.733
C -0.805 -2.407 4.675
C -1.940 -1.723 4.241
C -2.130 -1.530 2.879
N -1.232 -1.980 1.956
H 1.204 -2.184 -0.603
H 0.878 -3.933 0.942
H 1.935 -2.674 1.690
H 1.069 -3.353 4.000
H -0.635 -2.592 5.742
H -2.672 -1.310 4.941
H -3.000 -0.993 2.489
*
```

These are the Löwdin partial charges, in e, on atoms 1 to 6: atom 1 (C): -0.22, atom 2 (C): -0.20, atom 3 (C): -0.23, atom 4 (H): 0.12, atom 5 (C): -0.25, atom 6 (C): -0.23



DFT (ωB97M-V with the def2-TZVPD basis set) results for a cluster of 10 separate species, ClH18O9 in total.

Output
- lowest unoccupied orbital energy (eV) = 2.9
- E_tot (a.u.) = -1148.25315
- relative energy (zero: lowest compared OMol25 entry of this formula, charge and spin) (kJ/mol) = 115.15
- orbital gap (eV) = 9.8

Structure (ORCA input):
```
! wB97M-V def2-TZVPD RIJCOSX def2/J DEFGRID3
* xyz -1 1
Cl -0.311 -0.216 -0.019
O 2.930 1.032 1.531
H 3.235 0.657 2.350
H 2.006 0.863 1.447
O 0.081 1.474 2.612
H -0.517 1.700 3.291
H -0.352 0.758 2.225
O -2.716 -1.337 -1.398
H -1.989 -0.786 -0.957
H -3.038 -1.930 -0.713
O -0.564 2.531 -1.979
H 0.363 2.207 -2.015
H -1.163 1.784 -1.877
O 0.308 -3.388 -0.027
H 0.335 -2.436 0.049
H -0.477 -3.556 0.473
O 1.927 1.277 -1.552
H 2.756 0.783 -1.488
H 1.398 0.789 -0.939
O -2.640 1.728 0.261
H -1.797 1.334 0.408
H -2.491 2.447 0.853
O -0.146 -0.960 -3.506
H -0.143 -0.944 -2.554
H 0.614 -1.338 -3.953
O 1.006 -1.575 2.810
H 1.302 -1.442 1.918
H 0.079 -1.451 2.763
*
```

These are the Löwdin partial charges, in e, on atoms 1 to 6: atom 1 (Cl): 0.24, atom 2 (O): -0.05, atom 3 (H): 0.03, atom 4 (H): -0.04, atom 5 (O): -0.04, atom 6 (H): 0.02



Question: Which value of E_tot does entry 5 give?
Answer: -1148.25315 a.u.